Below is one molecule with the formula C2H3FO2S, with properties calculated with ωB97M-V/def2-TZVPD.

Properties
frontier orbital gap: 9.522 eV
energy above the lowest of the compared OMol25 structures with the same formula, charge and spin: 113.6 kJ/mol
energy: -19768.7672 eV
SMILES: CC(=O)OSF

Each line ends with the natural charge from an NBO analysis.
Element x y z (Å)
C  -0.155252  0.191790  -1.666539  0.82
C  -0.049451  0.135420  -0.187448  -0.74
O  -1.247723  -0.657860  -2.082960  -0.71
O  0.503926  0.749895  -2.473693  -0.50
F  -1.544329  -2.952862  -1.015131  -0.48
S  -2.351804  -1.510502  -1.145115  0.87
H  -1.025094  0.397765  0.220164  0.25
H  0.820053  0.605018  0.193080  0.25
H  0.024480  -1.073278  -0.060346  0.25

Atomic forces in eV per Å
C -0.58 -0.52 0.93
C -0.42 -3.67 -0.50
O -0.81 -0.25 -0.64
O -0.54 -0.38 -0.09
F -0.54 1.09 -0.02
S 1.92 0.00 -0.86
H 0.40 0.23 0.42
H 0.50 0.61 0.43
H 0.08 2.89 0.32